[1]
Density functional theory data (the ωB97M-V functional and the def2-TZVPD basis) for a 3-piece molecular cluster, C23H53N4O overall.

Output
E_HOMO = -9.7 eV
net charge = +1
spin multiplicity = 1
HOMO-LUMO gap = 6.8 eV
strongest force on any atom = 0.40 eV Å⁻¹

Element x y z (Å)
C  -0.161  -1.912  -2.157
C  -1.549  -1.749  -1.553
N  -1.538  -1.775  -0.080
C  -2.051  -0.529  0.520
C  -1.056  0.624  0.421
C  0.073  0.577  1.460
C  0.807  1.908  1.597
C  1.457  2.323  0.271
C  2.017  1.148  -0.537
N  2.237  -0.089  0.302
C  1.108  -0.522  1.233
C  -2.100  -2.958  0.499
C  -1.680  -3.226  1.926
O  -2.769  -3.735  -0.133
H  -0.118  -1.490  -3.162
H  0.137  -2.958  -2.223
H  0.586  -1.398  -1.545
H  -2.209  -2.542  -1.898
H  -1.998  -0.811  -1.888
H  -2.288  -0.713  1.567
H  -2.990  -0.247  0.029
H  -0.659  0.637  -0.598
H  -1.595  1.566  0.545
H  -0.383  0.323  2.421
H  1.556  1.834  2.392
H  0.109  2.693  1.887
H  2.235  3.066  0.440
H  0.702  2.801  -0.353
H  2.984  1.384  -0.977
H  1.355  0.846  -1.345
H  2.437  -0.860  -0.336
H  3.087  0.053  0.850
H  1.596  -0.780  2.171
H  0.656  -1.414  0.806
H  -2.238  -4.067  2.322
H  -1.827  -2.361  2.570
H  -0.615  -3.464  1.932
C  -4.421  0.112  -6.092
C  -4.036  -0.993  -5.120
N  -5.181  -1.601  -4.468
C  -4.826  -2.430  -3.330
C  -3.986  -3.689  -3.576
C  -6.202  -2.139  -5.358
C  -5.768  -3.187  -6.388
H  -5.063  0.845  -5.603
H  -3.525  0.619  -6.454
H  -4.948  -0.277  -6.963
H  -3.414  -0.566  -4.324
H  -3.398  -1.722  -5.647
H  -5.751  -2.712  -2.821
H  -4.284  -1.784  -2.631
H  -4.567  -4.484  -4.041
H  -3.621  -4.069  -2.620
H  -3.123  -3.485  -4.215
H  -6.659  -1.301  -5.890
H  -6.990  -2.551  -4.724
H  -4.868  -2.877  -6.922
H  -6.557  -3.322  -7.129
H  -5.571  -4.159  -5.937
C  4.001  4.172  6.424
C  3.903  3.284  5.194
N  4.933  3.564  4.207
C  4.682  2.973  2.916
C  4.673  1.438  2.824
C  6.310  3.512  4.686
C  6.787  2.203  5.322
H  4.027  5.223  6.135
H  3.136  4.011  7.067
H  4.890  3.956  7.015
H  2.941  3.464  4.702
H  3.891  2.230  5.519
H  5.420  3.366  2.212
H  3.707  3.344  2.577
H  5.670  1.006  2.885
H  4.262  1.147  1.847
H  4.054  0.988  3.602
H  6.439  4.318  5.410
H  6.952  3.769  3.841
H  6.071  1.827  6.055
H  7.728  2.373  5.847
H  6.963  1.418  4.588

***

[2]
Density functional theory data (the ωB97M-V functional and the def2-TZVPD basis) for a 2-piece molecular cluster, C23H54BrClFN2O5SSi4 overall.

Output
E_HOMO = -3.9 eV
net charge = -1
spin multiplicity = 1
HOMO-LUMO gap = 5.4 eV
strongest force on any atom = 0.63 eV Å⁻¹

Element x y z (Å)
C  0.025  1.047  -1.025
C  0.707  -0.152  -1.652
O  0.927  -1.227  -0.738
C  -0.279  -1.801  -0.257
Si  0.132  -3.535  0.349
C  0.653  -4.607  -1.095
C  0.252  -4.099  -2.484
C  -1.248  -4.144  -2.725
Br  -1.858  -5.916  -3.272
C  -1.398  -4.263  1.182
C  -2.431  -3.265  1.739
C  -3.674  -3.155  0.858
C  -4.794  -2.352  1.511
S  -4.712  -0.619  1.122
O  -5.619  0.093  1.956
O  -3.348  -0.225  0.985
Cl  -5.499  -0.605  -0.760
O  1.421  -3.480  1.387
Si  1.646  -2.684  2.815
C  0.411  -3.303  4.106
C  0.681  -2.691  5.458
O  0.691  -3.312  6.500
C  3.361  -3.088  3.409
C  3.471  -4.477  4.062
C  4.916  -5.025  4.100
N  5.385  -5.546  5.382
C  1.444  -0.796  2.586
C  0.127  -0.138  2.996
F  2.487  -0.215  3.361
H  -1.041  0.882  -0.864
H  0.498  1.292  -0.071
H  0.129  1.908  -1.686
H  0.114  -0.526  -2.499
H  1.692  0.111  -2.034
H  -1.023  -1.870  -1.070
H  -0.750  -1.164  0.502
H  1.742  -4.689  -1.040
H  0.267  -5.625  -0.967
H  0.600  -3.075  -2.639
H  0.738  -4.710  -3.247
H  -1.575  -3.470  -3.510
H  -1.823  -3.939  -1.824
H  -1.099  -4.967  1.963
H  -1.859  -4.886  0.405
H  -2.725  -3.535  2.757
H  -2.009  -2.259  1.807
H  -4.048  -4.142  0.581
H  -3.383  -2.648  -0.067
H  -5.790  -2.697  1.247
H  -4.722  -2.340  2.603
H  -0.613  -3.036  3.824
H  0.470  -4.388  4.209
H  0.888  -1.598  5.470
H  4.022  -3.041  2.537
H  3.686  -2.310  4.103
H  3.104  -4.421  5.090
H  2.833  -5.193  3.535
H  5.606  -4.234  3.798
H  5.020  -5.832  3.372
H  4.724  -6.218  5.755
H  5.439  -4.799  6.065
H  1.669  -0.546  1.547
H  0.348  0.629  3.739
H  -0.359  0.357  2.155
H  -0.595  -0.828  3.436
C  2.565  4.622  -3.951
Si  1.332  6.020  -3.582
C  1.678  7.329  -4.923
C  1.978  6.811  -1.972
N  -0.217  5.442  -3.527
Si  -1.671  6.180  -3.239
C  -2.176  7.543  -4.471
C  -1.851  6.989  -1.523
C  -3.084  4.913  -3.326
H  3.600  4.977  -3.996
H  2.502  3.853  -3.175
H  2.322  4.153  -4.908
H  2.749  7.534  -5.033
H  1.182  8.277  -4.692
H  1.298  6.979  -5.887
H  1.783  6.143  -1.128
H  1.477  7.762  -1.767
H  3.055  7.005  -2.011
H  -1.549  8.433  -4.359
H  -3.218  7.853  -4.337
H  -2.057  7.176  -5.494
H  -1.528  6.287  -0.749
H  -2.886  7.278  -1.310
H  -1.233  7.888  -1.440
H  -2.920  4.119  -2.592
H  -3.115  4.455  -4.319
H  -4.063  5.363  -3.127

***

[3]
Density functional theory data (the ωB97M-V functional and the def2-TZVPD basis) for a 3-piece molecular cluster, C23H55ClN5O10PS overall in a non-equilibrium geometry.

Output
E_HOMO = -8.6 eV
net charge = 0
spin multiplicity = 1
SMILES = CCCCO[C@@H]1OS(=O)(=O)[C@@H](P(O)O)[C@H](CC(N)(N)N)[C@]1(C)Cl.COCCNCCOC.COCCNCCOC
HOMO-LUMO gap = 8.9 eV
strongest force on any atom = 1.03 eV Å⁻¹

Element x y z (Å)
C  1.649  -2.725  -1.836
C  1.152  -1.669  -0.831
C  -0.309  -1.225  -1.056
C  -0.428  0.162  -1.673
O  0.299  0.151  -2.915
C  -0.189  0.922  -3.937
O  -0.759  2.136  -3.411
S  -0.730  3.322  -4.465
O  0.588  3.890  -4.469
O  -1.830  4.185  -4.176
C  -1.010  2.563  -6.072
P  0.370  3.156  -7.195
O  0.046  2.175  -8.487
O  -0.467  4.489  -7.626
C  -1.186  1.003  -6.217
C  -2.388  0.807  -7.143
C  -2.487  -0.495  -7.959
N  -3.184  -1.533  -7.216
N  -3.334  -0.123  -9.123
N  -1.172  -0.990  -8.375
C  -1.197  0.242  -4.882
C  -0.760  -1.218  -5.044
Cl  -2.832  0.254  -4.124
H  2.246  -3.481  -1.325
H  2.299  -2.281  -2.591
H  0.826  -3.218  -2.350
H  1.791  -0.787  -0.877
H  1.221  -2.098  0.171
H  -0.921  -1.284  -0.157
H  -0.769  -1.896  -1.789
H  0.039  0.903  -1.020
H  -1.479  0.399  -1.821
H  0.677  1.196  -4.557
H  -1.924  3.051  -6.411
H  0.879  1.786  -8.750
H  0.041  5.006  -8.256
H  -0.313  0.623  -6.752
H  -2.327  1.600  -7.890
H  -3.329  0.955  -6.616
H  -4.177  -1.349  -7.258
H  -3.005  -2.440  -7.628
H  -2.856  0.538  -9.726
H  -3.526  -0.968  -9.648
H  -1.021  -0.804  -9.353
H  -1.066  -1.984  -8.228
H  -1.115  -1.789  -4.191
H  0.326  -1.283  -5.125
H  -1.195  -1.650  -5.938
C  -2.034  1.987  6.643
O  -2.456  2.605  5.445
C  -1.566  3.587  4.930
C  -0.856  3.104  3.683
N  0.101  2.049  3.987
C  0.644  1.349  2.828
C  -0.308  0.621  1.885
O  -0.926  -0.529  2.431
C  -2.059  -0.289  3.245
H  -2.886  1.440  7.043
H  -1.216  1.275  6.481
H  -1.714  2.727  7.382
H  -0.848  3.899  5.694
H  -2.172  4.457  4.663
H  -0.324  3.948  3.235
H  -1.629  2.784  2.971
H  -0.339  1.372  4.597
H  1.350  0.608  3.211
H  1.227  2.064  2.237
H  0.297  0.257  1.055
H  -1.064  1.288  1.450
H  -2.641  0.564  2.888
H  -1.782  -0.129  4.291
H  -2.685  -1.180  3.204
C  4.831  -2.326  8.158
O  3.866  -1.301  8.049
C  4.059  -0.409  6.959
C  3.032  -0.618  5.868
N  3.231  -1.881  5.169
C  2.137  -2.267  4.280
C  0.743  -2.461  4.866
O  0.600  -3.593  5.703
C  1.040  -3.429  7.036
H  4.705  -2.787  9.137
H  4.704  -3.103  7.395
H  5.847  -1.927  8.086
H  5.075  -0.495  6.562
H  3.937  0.604  7.352
H  3.118  0.202  5.148
H  2.040  -0.543  6.336
H  3.375  -2.617  5.847
H  2.425  -3.210  3.807
H  2.070  -1.521  3.482
H  0.071  -2.631  4.022
H  0.376  -1.560  5.376
H  0.863  -2.413  7.399
H  2.100  -3.674  7.150
H  0.473  -4.123  7.655